No. 1
{"formula": "C6H14O", "method": "ωB97M-V/def2-TZVPD", "species": ["C", "C", "C", "C", "C", "C", "H", "H", "H", "H", "H", "H", "H", "H", "H", "H", "H", "H", "O", "H", "H"], "positions_angstrom": [[-1.467657, -0.282270, 2.047076], [-0.350142, -0.484617, 1.031405], [-0.384007, 0.085510, -0.166546], [-1.703484, 0.354081, -0.862067], [0.839381, 0.795206, -0.717232], [0.803621, 1.229559, -2.174039], [-1.746879, -1.222083, 2.536417], [-1.080602, 0.359584, 2.836668], [-2.321481, 0.074249, 1.486648], [0.634476, -0.749634, 1.389674], [-1.466177, 0.189589, -1.905513], [-1.947108, 1.418425, -0.909568], [-2.476260, -0.337389, -0.567484], [1.659709, 0.088505, -0.676433], [1.119599, 1.548631, 0.020263], [0.573193, 0.346500, -2.765082], [1.798745, 1.541722, -2.492408], [0.135190, 2.073068, -2.342603], [2.675074, -2.441229, 1.694316], [2.988620, -2.174241, 0.819457], [1.716189, -2.413169, 1.717051]], "forces_ev_per_a": [[0.58, -1.97, -0.69], [0.09, 0.58, 0.61], [-0.95, 1.01, -0.06], [1.45, 0.41, -0.63], [0.44, -1.29, -0.14], [0.35, 0.28, 0.39], [-0.12, 0.08, 0.04], [-0.31, 0.38, -0.16], [-0.27, 0.48, 0.54], [0.20, 0.21, 0.44], [-0.30, -0.48, -0.48], [-0.50, -0.03, 0.63], [-0.40, 0.25, 0.15], [0.41, -0.33, 0.29], [-0.16, 0.43, -0.39], [-0.36, 0.20, -0.32], [0.02, 0.12, 0.07], [-0.21, -0.24, -0.27], [0.52, -0.05, 0.13], [-0.48, -0.07, 0.24], [-0.01, 0.05, -0.38]], "lowdin_charge": [-0.077, -0.140, -0.314, -0.061, -0.220, -0.114, 0.067, 0.078, 0.053, 0.074, 0.060, 0.093, 0.077, 0.099, 0.119, 0.077, 0.071, 0.074, -0.061, 0.037, 0.009], "charge": 0, "smiles": "C/C=C(\\C)CC.O", "energy_ha": -312.19318}


No. 2
{"formula": "C6H14O", "method": "ωB97M-V/def2-TZVPD", "species": ["C", "C", "C", "C", "C", "C", "H", "H", "H", "H", "H", "H", "H", "H", "H", "H", "H", "H", "O", "H", "H"], "positions_angstrom": [[-0.314789, 0.075583, 2.977838], [0.614057, 0.529145, 1.909890], [1.015579, -0.227185, 0.895983], [1.566418, 0.308140, -0.381758], [0.534253, 0.271840, -1.518812], [-0.768311, 0.999194, -1.269458], [-1.375835, 0.278993, 2.778558], [-0.126112, 0.535657, 3.946737], [-0.306047, -1.011148, 3.067265], [0.840721, 1.588352, 1.807754], [0.905414, -1.303223, 1.003073], [1.883972, 1.340613, -0.202383], [2.392790, -0.305893, -0.742780], [1.048317, 0.670973, -2.392742], [0.376280, -0.769500, -1.821982], [-1.605860, 0.359980, -0.968569], [-1.180634, 1.465982, -2.168866], [-0.660071, 1.845854, -0.603377], [-1.631423, -2.507817, -2.403974], [-2.302952, -2.223162, -1.768081], [-0.905759, -1.922384, -2.144307]], "forces_ev_per_a": [[-0.30, -0.36, 0.61], [-0.45, 0.42, -0.84], [0.11, -0.34, 0.42], [-0.15, -0.25, 0.11], [0.44, -0.14, -0.43], [-0.91, 0.30, -0.72], [0.26, 0.38, -0.36], [0.20, -0.12, 0.09], [0.31, -0.07, 0.19], [-0.23, 0.12, 0.26], [-0.27, -0.11, -0.29], [0.14, -0.09, -0.23], [0.33, 0.23, 0.21], [-0.08, 0.30, -0.10], [-0.06, 0.04, 0.29], [0.38, 0.02, 0.55], [0.34, -0.15, -0.30], [0.07, -0.08, 0.55], [-0.02, 0.50, 0.56], [-0.15, -0.31, -0.25], [0.04, -0.27, -0.32]], "lowdin_charge": [-0.111, -0.178, -0.147, -0.215, -0.259, -0.105, 0.076, 0.066, 0.072, 0.102, 0.112, 0.114, 0.108, 0.106, 0.080, 0.068, 0.071, 0.070, -0.058, 0.037, -0.009], "charge": 0, "smiles": "C/C=C/CCC.O", "energy_ha": -312.21129}


No. 3
{"formula": "C6H14O", "method": "ωB97M-V/def2-TZVPD", "species": ["C", "C", "O", "C", "C", "H", "H", "H", "H", "H", "H", "H", "H", "C", "C", "H", "H", "H", "H", "H", "H"], "positions_angstrom": [[-2.083336, -0.509927, 0.137898], [-0.913058, -0.065330, -0.325534], [-0.349104, -0.556531, -1.470204], [-0.376285, 1.433419, -0.083185], [-0.967041, 2.378152, -1.119645], [-2.546687, -0.065923, 0.999262], [-2.580769, -1.355936, -0.309247], [-0.740757, -1.415967, -1.668517], [0.710021, 1.408492, -0.176708], [-0.657011, 1.741655, 0.924472], [-0.661661, 2.080506, -2.120723], [-2.055859, 2.353233, -1.077761], [-0.623150, 3.397860, -0.952057], [1.128683, -1.540896, 1.333410], [2.346692, -1.194125, 0.494064], [0.673265, -2.474076, 1.010662], [1.375128, -1.631838, 2.389960], [0.370066, -0.674831, 1.174515], [2.834732, -0.298783, 0.876535], [3.071201, -2.007676, 0.497133], [2.044929, -1.001478, -0.534329]], "forces_ev_per_a": [[0.56, -0.02, 0.23], [-1.17, 3.05, -1.24], [0.43, -0.34, 0.32], [-0.39, -2.27, 0.07], [-0.08, -0.21, -0.10], [-0.05, 0.18, 0.14], [0.02, -0.28, 0.01], [0.00, 0.05, -0.03], [0.04, 0.03, 0.17], [0.09, -0.08, 0.01], [-0.01, 0.00, -0.07], [0.00, 0.09, 0.01], [-0.01, 0.04, 0.04], [-0.88, 1.72, -0.34], [0.08, -0.21, 0.04], [-0.20, 0.01, -0.07], [-0.05, 0.07, 0.06], [1.30, -1.88, 0.85], [0.08, 0.04, -0.01], [0.14, 0.02, -0.05], [0.09, -0.01, -0.06]], "lowdin_charge": [0.036, -0.446, 0.016, -0.176, -0.104, 0.060, 0.059, 0.111, 0.099, 0.107, 0.073, 0.076, 0.071, -0.165, -0.174, 0.066, 0.062, 0.057, 0.063, 0.060, 0.050], "charge": 0, "smiles": "C=C(O)CC.CC", "energy_ha": -312.19892}


No. 4
{"formula": "C6H14O", "method": "ωB97M-V/def2-TZVPD", "species": ["C", "O", "C", "C", "C", "C", "C", "H", "H", "H", "H", "H", "H", "H", "H", "H", "H", "H", "H", "H", "H"], "positions_angstrom": [[-1.123674, -2.352649, 0.509594], [-0.160014, -1.807676, -0.358007], [0.730987, -0.849121, 0.178907], [0.315274, 0.597143, -0.146352], [1.321380, 1.565404, 0.481408], [0.305121, 0.773582, -1.668980], [-1.079829, 0.882921, 0.414957], [-1.879971, -1.631902, 0.842969], [-0.668043, -2.794446, 1.402872], [-1.632103, -3.136510, -0.053421], [1.706929, -1.043935, -0.288115], [0.852123, -0.990364, 1.265350], [1.351924, 1.456961, 1.572899], [1.038230, 2.600691, 0.256574], [2.335398, 1.405843, 0.095516], [-0.303697, -0.002887, -2.142241], [1.320809, 0.709164, -2.078915], [-0.105778, 1.752803, -1.941212], [-1.765240, 0.074161, 0.167452], [-1.499699, 1.794930, -0.017032], [-1.060128, 0.995887, 1.505776]], "forces_ev_per_a": [[-0.13, -0.17, 0.13], [-0.02, 0.00, -0.15], [0.14, 0.15, 0.07], [0.01, 0.03, 0.02], [0.07, 0.02, 0.03], [0.00, 0.00, -0.06], [-0.10, 0.01, 0.01], [0.15, -0.11, -0.03], [0.08, -0.02, -0.03], [0.04, 0.00, 0.08], [-0.12, 0.04, 0.11], [-0.11, 0.04, -0.12], [-0.01, 0.00, -0.15], [0.05, -0.14, 0.03], [-0.14, -0.01, 0.03], [0.05, 0.12, 0.05], [-0.14, -0.03, 0.07], [0.07, -0.13, 0.04], [-0.02, 0.20, -0.09], [0.12, 0.05, 0.09], [0.00, -0.06, -0.13]], "lowdin_charge": [-0.115, -0.186, -0.193, -0.594, -0.063, -0.054, -0.051, 0.069, 0.089, 0.091, 0.133, 0.131, 0.083, 0.088, 0.084, 0.085, 0.085, 0.083, 0.058, 0.085, 0.091], "charge": 0, "smiles": "COCC(C)(C)C", "energy_ha": -312.22811}


No. 5
{"formula": "C6H14O", "method": "ωB97M-V/def2-TZVPD", "species": ["C", "C", "C", "C", "C", "O", "H", "H", "H", "H", "H", "H", "H", "H", "H", "H", "C", "H", "H", "H", "H"], "positions_angstrom": [[-1.936235, 0.534230, -1.468251], [-0.743414, 0.952352, -1.055093], [0.511147, 0.123691, -1.102907], [1.355203, 0.199781, 0.173249], [2.656765, -0.568997, 0.023292], [3.409254, -0.412528, 1.209995], [-2.084464, -0.468257, -1.868804], [-2.825162, 1.154076, -1.384217], [-0.649491, 1.951419, -0.624517], [1.131413, 0.453914, -1.949041], [0.238436, -0.918902, -1.312927], [1.597111, 1.243760, 0.410619], [0.803045, -0.197600, 1.033047], [2.437139, -1.631509, -0.174088], [3.205699, -0.179304, -0.849995], [4.230042, -0.909230, 1.112036], [-2.700818, -0.566373, 1.564100], [-3.747637, -0.725405, 1.288119], [-2.645528, 0.155142, 2.380661], [-2.253136, -1.512494, 1.876656], [-2.151857, -0.168121, 0.713800]], "forces_ev_per_a": [[0.17, 0.12, -0.07], [-0.15, -0.04, -0.11], [0.02, -0.06, -0.07], [-0.01, 0.03, 0.05], [-0.30, -0.01, -0.37], [0.27, -0.14, 0.07], [0.09, 0.16, 0.05], [0.18, -0.02, -0.05], [0.00, -0.12, -0.12], [-0.08, 0.02, 0.10], [0.05, 0.12, 0.02], [-0.05, -0.12, -0.07], [0.02, 0.03, -0.12], [0.05, 0.16, 0.07], [-0.04, -0.05, 0.15], [-0.12, 0.11, 0.09], [-0.02, -0.03, 0.10], [0.18, 0.01, 0.05], [-0.04, -0.10, 0.01], [-0.09, 0.10, 0.01], [-0.15, -0.15, 0.22]], "lowdin_charge": [-0.035, -0.204, -0.219, -0.200, -0.298, -0.069, 0.069, 0.062, 0.108, 0.117, 0.116, 0.120, 0.118, 0.121, 0.119, 0.086, -0.042, 0.023, 0.021, 0.020, -0.035], "charge": 0, "smiles": "C=CCCCO.C", "energy_ha": -312.20459}


Computed values of HOMO level (unit: eV) for the preceding records, in sequence: -8.60; -9.24; -8.76; -9.61; -9.57.
Computed values of energy above the lowest of the compared OMol25 structures with the same formula, charge and spin (unit: kcal/mol) for the preceding records, in sequence: 38.8; 27.5; 35.2; 16.9; 31.7.
Computed values of frontier orbital gap (unit: eV) for the preceding records, in sequence: 9.447; 10.111; 9.646; 10.529; 10.521.